No. 1
A 2-piece molecular cluster, CFNO2S2 overall. Source: OMol25; level of theory: ωB97M-V with the def2-TZVPD basis set.

Each line ends with the natural charge from an NBO analysis.
Element x y z (Å)
C (-0.104, 1.854, 0.296)  -0.004
N (0.139, 2.527, 1.192)  -0.241
O (-0.477, -0.967, 1.310)  -0.819
O (-1.068, -1.988, -0.870)  -0.833
F (2.340, -1.326, -0.768)  0.009
S (-0.496, 0.944, -1.058)  0.126
S (-0.332, -1.045, -0.103)  1.761

Results
- LUMO energy (spin up / spin down) (eV) = -0.70 / -5.15
- E (Eh) = -1139.38289
- energy above the lowest of the compared OMol25 structures with the same formula, charge and spin (kJ/mol) = 174.96
- expectation value of S² = 2.01
- E_HOMO (spin up / spin down) (eV) = -10.0718 / -11.0115
- orbital gap (spin up / spin down) (eV) = 9.37 / 5.87
- spin multiplicity = 3

No. 2
CH10B2BeCl2 as an isolated structure. Source: OMol25; level of theory: ωB97M-V with the def2-TZVPD basis set.

Each line ends with the natural charge from an NBO analysis.
Element x y z (Å)
Be (-20.496, -8.922, 18.525)  1.621
B (-22.304, -8.412, 19.036)  -0.996
H (-21.728, -8.416, 19.948)  0.040
H (-21.779, -7.841, 18.286)  -0.021
H (-22.414, -9.434, 18.708)  0.035
H (-23.259, -7.971, 19.276)  0.114
B (-18.662, -9.364, 17.831)  -0.899
H (-18.448, -9.204, 18.876)  -0.024
H (-17.809, -9.709, 17.267)  0.090
H (-19.411, -10.133, 17.725)  -0.010
H (-19.162, -8.522, 17.378)  -0.015
C (-18.421, -8.542, 21.241)  -0.394
Cl (-19.872, -9.055, 20.338)  -0.060
Cl (-17.651, -9.935, 21.962)  0.023
H (-17.700, -8.083, 20.565)  0.251
H (-18.780, -7.831, 21.986)  0.243

Results
- LUMO energy (eV) = 0.02
- E (Eh) = -1028.69915
- energy above the lowest of the compared OMol25 structures with the same formula, charge and spin (kJ/mol) = 33.31
- E_HOMO (eV) = -10.5413
- orbital gap (eV) = 10.56
- spin multiplicity = 1

No. 3
CH10FFeO8 as an isolated structure. Source: OMol25; level of theory: ωB97M-V with the def2-TZVPD basis set.

Each line ends with the natural charge from an NBO analysis.
Element x y z (Å)
Fe (-0.145, 0.184, 0.325)  1.542
F (1.543, -0.675, -0.448)  -0.867
C (-2.670, 0.434, -0.228)  0.909
O (-2.128, 0.796, 0.804)  -0.935
O (-1.880, -0.069, -1.040)  -0.888
O (-3.897, 0.481, -0.382)  -0.829
O (0.463, -3.200, -1.030)  -0.953
H (0.907, -2.383, -0.803)  0.503
H (0.302, -3.628, -0.189)  0.435
O (0.324, 2.135, -0.624)  -0.948
H (1.034, 2.651, -1.007)  0.472
H (-0.394, 2.758, -0.516)  0.503
O (0.702, 1.089, 2.060)  -0.938
H (1.629, 1.268, 2.221)  0.487
H (0.373, 0.756, 2.895)  0.490
O (1.755, 0.769, -2.739)  -0.952
H (1.661, 1.694, -2.512)  0.429
H (1.752, 0.313, -1.897)  0.502
O (-0.305, -1.470, 1.528)  -0.961
H (0.195, -2.198, 1.897)  0.487
H (-1.220, -1.705, 1.683)  0.511

Results
- LUMO energy (spin up / spin down) (eV) = 2.15 / 2.12
- net charge = -1
- E (Eh) = -2009.70417
- energy above the lowest of the compared OMol25 structures with the same formula, charge and spin (kJ/mol) = 0.00
- expectation value of S² = 6.01
- E_HOMO (spin up / spin down) (eV) = -2.8636 / -3.1058
- orbital gap (spin up / spin down) (eV) = 5.01 / 5.23
- spin multiplicity = 5

No. 4
CH10MgNO as an isolated structure. Source: OMol25; level of theory: ωB97M-V with the def2-TZVPD basis set.

Each line ends with the natural charge from an NBO analysis.
Element x y z (Å)
C (0.425, 1.812, 0.950)  -1.425
Mg (-0.108, 0.066, -0.048)  1.465
N (-0.881, 1.172, -1.747)  -1.109
H (0.600, -0.756, 1.317)  -0.727
H (1.589, -0.087, -0.266)  -0.814
H (1.186, 1.679, 1.710)  0.200
H (-0.532, 2.081, 1.400)  0.146
H (0.738, 2.538, 0.209)  0.147
H (-1.865, 1.012, -1.925)  0.359
H (-0.383, 0.975, -2.610)  0.380
H (-0.769, 2.168, -1.570)  0.394
O (-0.742, -1.648, -1.018)  -1.013
H (-0.979, -2.222, -0.316)  0.495
H (0.046, -1.987, -1.423)  0.504

Results
- LUMO energy (eV) = 2.97
- net charge = -1
- E (Eh) = -374.03670
- energy above the lowest of the compared OMol25 structures with the same formula, charge and spin (kJ/mol) = 94.03
- E_HOMO (eV) = -1.2286
- orbital gap (eV) = 4.20
- spin multiplicity = 1

No. 5
CH10Mn2O8 as an isolated structure. Source: OMol25; level of theory: ωB97M-V with the def2-TZVPD basis set.

Each line ends with the natural charge from an NBO analysis.
Element x y z (Å)
Mn (0.311, -1.007, -3.206)  1.802
Mn (1.426, 2.868, -2.257)  1.818
C (0.508, 0.643, -1.304)  0.966
O (0.636, 0.953, -2.595)  -1.039
O (0.234, -0.562, -1.052)  -0.785
O (0.722, 1.648, -0.561)  -0.781
O (-2.212, -1.324, 0.387)  -0.948
H (-1.438, -0.944, -0.034)  0.453
H (-2.284, -0.907, 1.254)  0.500
O (-1.519, 3.468, 0.642)  -0.921
H (-2.398, 3.160, 0.399)  0.481
H (-0.898, 2.806, 0.333)  0.446
O (1.410, 1.537, 2.366)  -0.935
H (1.622, 0.597, 2.436)  0.491
H (1.066, 1.651, 1.478)  0.442
O (1.748, -1.420, 1.432)  -0.933
H (2.580, -1.689, 1.032)  0.479
H (1.128, -1.253, 0.717)  0.458
O (-0.678, -3.730, -0.399)  -0.908
H (-0.842, -3.380, -1.275)  0.416
H (-1.122, -3.116, 0.206)  0.499

Results
- LUMO energy (spin up / spin down) (eV) = -11.36 / -11.39
- net charge = +2
- E (Eh) = -2947.28758
- energy above the lowest of the compared OMol25 structures with the same formula, charge and spin (kJ/mol) = 136.28
- expectation value of S² = 30.00
- E_HOMO (spin up / spin down) (eV) = -15.8505 / -15.8491
- orbital gap (spin up / spin down) (eV) = 4.49 / 4.46
- spin multiplicity = 11

No. 6
A 3-piece molecular cluster, CH10N2O2 overall. Source: OMol25; level of theory: ωB97M-V with the def2-TZVPD basis set.

Each line ends with the natural charge from an NBO analysis.
Element x y z (Å)
N (1.597, -0.727, 0.405)  -0.866
C (0.859, -0.330, -0.806)  -0.061
N (-0.112, -1.313, -1.256)  -0.839
H (2.229, -1.504, 0.264)  0.373
H (2.250, 0.019, 0.622)  0.362
H (1.625, -0.093, -1.563)  0.161
H (0.339, 0.606, -0.634)  0.170
H (-0.960, -1.107, -0.739)  0.364
H (-0.384, -1.178, -2.221)  0.368
H (-3.076, 1.704, 0.102)  0.473
H (-1.537, 1.392, 0.323)  0.498
O (-2.234, 1.550, -0.327)  -0.978
H (-0.186, 0.468, 2.672)  0.475
H (0.091, -0.090, 1.380)  0.494
O (-0.500, 0.603, 1.779)  -0.993

Results
- LUMO energy (eV) = 0.85
- E (Eh) = -304.07418
- structure (SMILES) = NCN.O.O
- energy above the lowest of the compared OMol25 structures with the same formula, charge and spin (kJ/mol) = 22.69
- E_HOMO (eV) = -9.7122
- orbital gap (eV) = 10.57
- spin multiplicity = 1